1.
The following is a quantum chemistry calculation of one molecule with the formula C5H8 in a non-equilibrium geometry, from the OMol25 dataset.

```
13
Properties=species:S:1:pos:R:3:lowdin_charge:R:1
C -2.06073 -0.08877 0.16753 0.006
C -0.86965 -0.55950 -0.20532 -0.167
C 0.46402 0.11088 -0.09527 -0.370
C 0.62840 1.44626 -0.06435 0.042
C 1.62545 -0.83260 0.12009 -0.087
H -3.00572 -0.64552 0.04184 0.061
H -2.09809 0.93271 0.59072 0.064
H -0.78058 -1.57361 -0.61018 0.097
H 1.55320 1.96445 0.10352 0.052
H -0.18842 2.12822 -0.27615 0.056
H 2.62496 -0.32049 0.10801 0.087
H 1.54293 -1.29835 1.12258 0.086
H 1.62676 -1.64499 -0.61643 0.073
```

The structure (SMILES) is C=CC(=C)C. The value obtained for the LUMO energy is 1.1 eV. As for the total charge: 0. The value obtained for the max |F| is 1.08 eV Å⁻¹. Its spin multiplicity is 1.

2.
The following is a quantum chemistry calculation of one molecule with the formula C24H25N3O5S in a non-equilibrium geometry, from the OMol25 dataset.

```
58
Properties=species:S:1:pos:R:3:lowdin_charge:R:1
C 3.24287 -3.51693 -0.27218 -0.058
O 2.04917 -2.77473 -0.14528 -0.095
C 2.10138 -1.56119 0.44479 -0.264
C 3.23808 -0.97291 0.99820 0.000
C 3.18048 0.31095 1.51151 -0.007
C 1.99000 1.03519 1.52251 -0.243
N 1.99030 2.36720 1.93831 0.154
C 1.31585 3.42897 1.38498 -0.419
O 1.53194 4.55157 1.78509 0.098
C 0.34862 3.09961 0.29538 -0.051
C 0.75084 2.61507 -0.91960 -0.110
C -0.23313 2.27714 -1.88661 -0.228
N -1.50950 2.43404 -1.72971 0.192
C -1.93800 2.93658 -0.54970 -0.211
C -3.32321 3.10132 -0.36298 -0.012
C -3.81122 3.58286 0.82052 -0.079
C -2.93740 3.92034 1.86321 -0.077
C -1.58507 3.77063 1.71363 -0.016
C -1.04983 3.28488 0.50618 -0.096
C 0.41564 1.69346 -3.10224 -0.099
C 1.83207 1.35723 -2.61708 -0.154
C 2.11444 2.35035 -1.47856 -0.101
C 0.83264 0.40475 1.06964 0.015
C 0.90428 -0.84975 0.51166 -0.166
S -0.55995 -1.49222 -0.29195 0.691
O -0.25819 -1.64763 -1.68466 -0.261
O -1.65380 -0.63834 0.07753 -0.273
N -0.72062 -2.99974 0.41863 -0.227
C -1.68483 -3.06873 1.49826 -0.163
C -3.09537 -3.30168 0.94775 -0.185
O -3.13516 -4.44291 0.11812 -0.127
C -2.24474 -4.31559 -0.96970 -0.180
C -0.80621 -4.13181 -0.48193 -0.172
H 2.96529 -4.42634 -0.80160 0.097
H 3.99295 -2.97382 -0.85464 0.101
H 3.65705 -3.77931 0.70632 0.099
H 4.18198 -1.49375 1.00599 0.108
H 4.08326 0.76555 1.89383 0.120
H 2.73009 2.64343 2.57435 0.159
H -3.97350 2.82875 -1.17873 0.112
H -4.87523 3.70579 0.96093 0.102
H -3.33879 4.30016 2.79135 0.102
H -0.91251 4.03948 2.51479 0.112
H 0.42923 2.43555 -3.90424 0.123
H -0.12552 0.81652 -3.45196 0.116
H 1.83368 0.34062 -2.21921 0.101
H 2.57255 1.42010 -3.41313 0.109
H 2.52427 3.28533 -1.87425 0.131
H 2.82076 1.95740 -0.74772 0.106
H -0.13631 0.87088 1.11956 0.118
H -1.64467 -2.12683 2.04362 0.122
H -1.39326 -3.89323 2.15705 0.133
H -3.80439 -3.48934 1.75584 0.129
H -3.40055 -2.40912 0.38360 0.120
H -2.34902 -5.23045 -1.55548 0.129
H -2.52048 -3.44600 -1.58500 0.131
H -0.13852 -3.92902 -1.31689 0.111
H -0.47070 -5.02034 0.06185 0.135
```

The structure (SMILES) is COc1ccc(NC(=O)c2c3c(nc4ccccc24)CCC3)cc1S(=O)(=O)N1CCOCC1. The value obtained for the LUMO energy is 0.3 eV. As for the total charge: 0. The value obtained for the max |F| is 1.09 eV Å⁻¹. Its spin multiplicity is 1.

3.
The following is a quantum chemistry calculation of one molecule with the formula C5H10N2 in a non-equilibrium geometry, from the OMol25 dataset.

```
17
Properties=species:S:1:pos:R:3:lowdin_charge:R:1
C 0.03651 -1.21130 0.08901 -0.179
C -1.45699 -1.13052 -0.15937 -0.212
C 0.71428 0.02707 -0.40375 -0.343
C -0.33881 1.15935 -0.44228 -0.078
C 1.94386 0.48600 0.48091 -0.046
N -1.46814 1.05795 0.26450 -0.127
N -2.13643 0.02970 0.50270 -0.035
H 0.31158 -1.34952 1.08775 0.093
H 0.41168 -2.00876 -0.63037 0.139
H -1.69005 -1.01578 -1.26392 0.135
H -1.96615 -2.01721 0.20849 0.096
H 1.08873 -0.03938 -1.34950 0.087
H -0.16074 2.20691 -0.77598 0.112
H 2.48318 -0.36400 0.96567 0.089
H 1.62928 1.17494 1.26715 0.076
H 2.54598 1.00766 -0.14069 0.023
H -1.94777 1.98688 0.29968 0.170
```

The value obtained for the LUMO energy is 1.0 eV. As for the total charge: 0. The value obtained for the max |F| is 4.32 eV Å⁻¹. Its spin multiplicity is 1.

4.
The following is a quantum chemistry calculation of a 2-piece molecular cluster, C5H11N5S overall in a non-equilibrium geometry, from the OMol25 dataset.

```
22
Properties=species:S:1:pos:R:3:lowdin_charge:R:1
C -0.22477 -1.93541 1.58688 -1.005
C 1.96499 0.49847 -1.03002 -0.067
C -1.91574 -0.01129 -0.81963 -0.091
C -0.44978 1.70177 0.00074 -0.026
C 0.68706 -0.24784 -0.87803 -0.023
N 1.13582 -0.31431 2.08740 -0.079
N 0.30662 -2.18118 2.74369 -0.027
N 1.15303 -1.20691 2.97204 -0.084
N 0.26912 -0.69531 1.16563 -0.037
N -0.62175 0.57309 -0.90831 -0.232
S -1.26295 -2.91156 0.75060 0.551
H 2.83283 -0.24078 -1.01079 0.131
H 2.15135 1.18287 -0.24227 0.050
H 1.99768 1.00132 -1.97257 0.083
H -1.88580 -0.79607 0.12026 0.044
H -2.68243 0.78653 -0.46264 0.137
H -2.30887 -0.58509 -1.61530 0.080
H -0.99384 2.50458 -0.39528 0.095
H -0.81908 1.30616 0.91655 0.085
H 0.63730 1.77786 0.30831 0.100
H 0.61603 -1.14855 -1.38672 0.098
H -0.58682 0.94164 -1.93054 0.216
```

The value obtained for the LUMO energy (spin up / spin down) is -0.8 / -1.5 eV. As for the total charge: 0. The value obtained for the max |F| is 6.25 eV Å⁻¹. Its spin multiplicity is 1.

5.
The following is a quantum chemistry calculation of C18H38O3OsP2 as an isolated structure in a non-equilibrium geometry, from the OMol25 dataset.

```
62
Properties=species:S:1:pos:R:3:lowdin_charge:R:1
Os 0.05336 -0.02342 0.16732 0.959
C 1.61114 1.08063 -0.15601 -0.334
O 2.52923 1.74896 -0.41349 0.193
C 0.05259 0.07793 2.10189 -0.304
O 0.01228 0.18591 3.26495 0.213
C -1.50319 -1.15387 -0.17778 -0.360
O -2.43226 -1.81129 -0.44092 0.175
C 3.09862 -1.74753 0.70498 -0.439
P 1.38097 -2.02500 0.05900 1.050
H 2.05107 -3.75259 -1.40127 0.137
H 3.50477 -0.99924 0.00627 0.125
C 0.84746 -3.54171 1.01862 -0.455
H 1.79163 -4.08029 1.19945 0.126
C 4.00603 -2.98811 0.66852 -0.026
H 3.83259 -3.66028 -0.17742 0.099
H 3.91828 -3.57467 1.59369 0.118
H 5.04664 -2.63942 0.59951 0.149
C 3.12398 -1.14867 2.11538 -0.027
H 2.71027 -1.84251 2.85943 0.107
C 0.49335 -2.80787 -2.52657 -0.056
H 2.56529 -0.21065 2.16787 0.054
H 4.17091 -0.94477 2.38012 0.154
C 2.89143 -2.02752 -2.35756 -0.038
H 0.41276 -1.92448 -3.17288 0.102
H 0.59489 -3.69169 -3.17407 0.148
H -0.44677 -2.90517 -1.97450 0.061
C 1.73440 -2.72353 -1.62414 -0.456
H 2.79667 -2.21143 -3.43611 0.132
H 3.86483 -2.41577 -2.03668 0.101
H 2.89206 -0.94073 -2.20234 0.095
C -0.11091 -4.47005 0.26584 -0.038
H -1.05188 -3.95362 0.03560 0.081
H -0.34563 -5.31676 0.92371 0.135
H 0.30892 -4.86717 -0.66123 0.095
C 0.20477 -3.21138 2.37046 -0.072
H 0.75340 -2.47585 2.96542 0.061
H 0.12902 -4.14209 2.95029 0.129
H -0.81610 -2.83115 2.22425 0.090
H 0.18659 -0.36477 -1.60407 0.057
H -0.22899 0.41523 -1.54778 0.065
C -0.17780 4.40201 0.93300 -0.034
C -1.27007 3.46549 1.38834 -0.278
P -1.45963 1.83878 0.53085 0.972
C -2.85135 1.22085 1.57510 -0.303
C -4.11292 2.04363 1.82888 -0.032
C -1.93245 2.38363 -1.15220 -0.345
C -2.97321 3.47203 -1.33672 -0.054
H 0.81763 3.97944 1.06825 0.093
H -0.23095 5.31958 1.52508 0.156
H -0.29530 4.67199 -0.11539 0.100
H -1.16721 3.23483 2.45693 0.130
H -2.24870 3.94755 1.26078 0.109
H -3.10851 0.22236 1.19408 0.100
H -2.35888 1.08348 2.55463 0.098
H -4.67696 2.28376 0.92345 0.094
H -4.76752 1.44884 2.48233 0.147
H -3.87717 2.96475 2.37589 0.109
H -0.97098 2.73951 -1.55898 0.106
H -2.21591 1.47585 -1.70120 0.107
H -2.65852 4.40864 -0.86896 0.097
H -3.06455 3.66194 -2.41245 0.132
H -3.96485 3.20111 -0.96592 0.092
```

As for the expectation value of S²: 6.024. The value obtained for the LUMO energy (spin up / spin down) is -13.1 / -19.0 eV. As for the total charge: +4. The value obtained for the max |F| is 6.37 eV Å⁻¹. Its spin multiplicity is 5.

6.
The following is a quantum chemistry calculation of one molecule with the formula C4H6N2OS2 in a non-equilibrium geometry, from the OMol25 dataset.

```
15
Properties=species:S:1:pos:R:3:lowdin_charge:R:1
C -0.43579 0.02931 -2.05089 -0.210
C 0.39120 0.37661 -0.88026 -0.170
C -1.44021 -0.89749 -2.21234 -0.706
C 0.32784 -0.06463 0.33911 -0.063
N 1.30181 1.32774 2.15129 -0.147
N -0.12427 -0.69383 2.79970 -0.079
O 2.11996 -1.22711 1.75151 -0.305
S -2.08479 -1.97763 -1.12473 0.663
S 1.16565 -0.16783 1.83153 0.581
H -0.06829 0.48181 -3.04506 0.117
H 1.22438 0.98103 -1.39003 0.155
H -1.81776 -1.18108 -3.24445 0.069
H 2.10145 1.64604 2.57463 -0.014
H -1.00197 -0.38583 2.44028 0.049
H -0.10576 -1.69769 2.84875 0.059
```

The value obtained for the LUMO energy (spin up / spin down) is -2.6 / -2.9 eV. As for the total charge: 0. The value obtained for the max |F| is 3.53 eV Å⁻¹. Its spin multiplicity is 1.